Record 1
Here is a 9-piece molecular cluster, C36H86F6N11O20S6 overall in a non-equilibrium geometry from the OMol25 dataset. Energies are from ωB97M-V/def2-TZVPD.

Values from the calculation:
gap between HOMO and LUMO	0.347	Ha
highest occupied orbital energy	-15.19	eV
E_tot	-6517.7035	hartree

The geometry in ORCA input format:
```
! RIJCOSX wB97M-V def2-TZVPD def2/J DEFGRID3
* xyz 3 1
S 5.538 -1.311 0.262
S -0.646 -1.588 1.687
S -4.224 3.087 -0.678
S -2.039 2.102 -0.204
S 0.577 -1.352 -0.371
S 7.769 -0.742 1.084
F 8.343 -0.005 2.383
F -0.822 2.270 0.832
F -4.898 4.420 -0.196
F 1.878 -2.039 -1.054
F -0.553 -2.611 2.912
F 4.032 -0.678 0.322
O -1.185 -6.039 0.546
O 5.897 -1.138 -1.116
O 2.944 -6.016 2.431
O -5.147 2.045 -0.335
O -1.343 2.448 -1.416
O -3.941 3.264 -2.081
O 3.056 -1.544 5.092
O -0.457 -1.624 -1.341
O -0.492 -0.337 2.400
O -2.060 1.222 -8.933
O 5.878 1.308 5.348
O -5.415 1.090 4.542
O -2.514 0.767 0.078
O -1.905 -0.078 -5.048
O 8.083 -2.116 1.291
O 8.406 -0.041 -0.001
O 5.237 -2.616 0.763
O 0.959 0.032 -0.199
O -1.974 -1.911 1.213
O -0.978 3.747 4.565
N -6.545 -0.181 -2.545
N 1.314 -4.988 0.532
N 4.866 2.275 -1.927
N -2.911 3.207 0.442
N 6.131 -0.323 1.318
N 0.601 -2.304 0.874
N -5.028 -1.684 -2.006
N 2.822 2.822 -2.463
N -3.361 3.145 3.283
N -2.274 2.282 -6.525
N 4.366 0.324 3.338
C 6.902 2.843 -0.728
C -1.558 -1.135 -4.172
C -3.995 -2.377 -1.219
C 4.508 1.820 3.464
C -1.949 1.157 -4.372
C -2.781 2.196 -5.112
C 6.325 2.067 -1.905
C 0.358 4.182 4.580
C 7.095 1.543 6.031
C -2.569 -6.207 0.768
C 3.028 -2.791 4.437
C -5.987 -0.848 -1.549
C 2.378 -0.478 4.477
C -5.124 -1.624 -3.394
C -6.393 0.594 5.445
C -0.891 -5.148 -0.517
C -8.467 0.690 -1.220
C 5.826 2.123 4.207
C -4.827 2.847 3.012
C 3.586 -6.974 3.276
C -1.168 2.417 4.135
C 2.833 -4.797 0.387
C 2.946 -0.196 3.099
C 3.540 -5.877 1.159
C 1.736 3.352 -3.248
C 4.100 2.784 -2.910
C 4.033 1.954 -0.884
C -2.434 2.587 -8.913
C -7.609 0.839 -2.436
C -5.562 2.476 4.299
C -1.021 0.850 -9.813
C -3.195 2.787 -7.615
C 2.785 2.378 -1.185
C -6.000 -0.623 -3.704
C -2.650 2.088 4.115
C 0.591 -5.327 -0.741
H -1.268 -0.098 -10.292
H 2.994 -3.806 0.807
H -3.076 -5.239 0.677
H 2.003 -3.074 4.160
H -2.896 2.896 -9.850
H -7.124 1.817 -2.419
H -3.134 2.083 5.085
H -8.833 -0.325 -1.070
H 0.401 5.259 4.429
H -4.093 2.177 -7.574
H 3.635 -2.735 3.528
H 4.384 3.090 -3.902
H -2.653 3.140 -4.586
H 4.514 2.265 2.472
H 3.024 -1.069 2.460
H 1.437 2.635 -4.015
H -2.952 -2.237 -1.495
H 3.403 -6.835 0.646
H -2.891 3.210 2.361
H 0.970 -4.604 -1.462
H -1.464 -5.473 -1.394
H -3.038 -6.812 -0.021
H 6.672 3.909 -0.737
H 7.302 2.593 6.256
H 4.472 -6.545 3.747
H 0.839 3.995 5.545
H 1.302 -0.689 4.432
H 2.381 0.371 5.163
H 1.044 -4.012 0.764
H -6.272 -0.468 5.623
H 7.972 2.714 -0.576
H -4.272 -3.426 -1.319
H -1.901 1.357 -6.775
H -6.312 -0.213 -4.649
H -7.979 1.070 -0.322
H -8.190 0.775 -3.355
H -2.764 -6.719 1.704
H 2.824 -7.214 4.012
H 1.839 2.278 -0.678
H -1.613 -2.101 -4.673
H 5.082 0.009 2.641
H -0.767 2.284 3.130
H 6.661 1.939 3.525
H 0.870 -6.339 -1.021
H -0.476 -1.044 -3.990
H -2.750 1.137 3.598
H 2.424 0.580 2.540
H -4.406 -2.069 -4.062
H -3.303 4.086 3.668
H -1.222 -4.122 -0.323
H -1.512 3.185 -8.840
H -0.890 1.458 -4.363
H 6.493 2.491 0.226
H 4.602 -5.619 1.121
H 3.613 2.084 4.027
H -6.246 -0.646 -0.522
H 5.804 3.179 4.491
H -0.055 0.733 -9.319
H -6.420 1.216 6.344
H 7.224 0.920 6.912
H 1.034 -5.549 1.340
H -5.253 3.811 2.730
H 4.601 -0.051 4.265
H -3.833 1.919 -5.113
H 6.529 1.000 -1.932
H 4.382 1.468 0.006
H -0.920 1.555 -10.643
H 6.744 2.547 -2.789
H 1.041 3.767 3.830
H -7.423 0.695 5.079
H -5.130 2.952 5.186
H -3.315 3.852 -7.433
H 7.964 1.270 5.416
H -2.325 1.177 -3.345
H -4.096 -2.036 -0.192
H 2.087 4.247 -3.760
H -9.309 1.366 -1.380
H -1.464 2.904 -6.514
H -2.073 -1.049 -3.217
H -4.924 2.154 2.182
H -6.599 2.784 4.150
H 3.354 -3.628 5.050
H 3.054 -4.752 -0.674
H 0.862 3.598 -2.650
H 3.895 -7.881 2.754
H -0.668 1.713 4.808
*
```



Record 2
Here is a 9-piece molecular cluster, C32H74N9O10 overall in a non-equilibrium geometry from the OMol25 dataset. Energies are from ωB97M-V/def2-TZVPD.

Values from the calculation:
gap between HOMO and LUMO	0.280	Ha
highest occupied orbital energy	-10.41	eV
E_tot	-2508.6096	hartree

The geometry in ORCA input format:
```
! RIJCOSX wB97M-V def2-TZVPD def2/J DEFGRID3
* xyz 1 1
O -5.098 -0.764 5.796
O 4.005 -2.050 -7.146
O -4.858 5.378 9.522
O -1.937 2.803 3.143
O 0.620 -2.091 2.370
O 4.612 4.950 -8.080
O 3.795 -8.569 -7.529
O 2.709 0.070 -1.971
O 0.189 0.086 -1.453
O -4.975 5.503 4.602
N 3.445 3.135 -7.364
N -6.201 6.618 6.164
N -5.446 -1.308 3.611
N 5.862 0.146 -3.212
N -1.723 4.605 4.510
N -0.558 -0.895 3.909
N 4.306 -4.280 -6.817
N -4.594 3.127 9.739
N 4.720 -9.565 -9.357
C -6.224 7.843 5.385
C 5.144 -0.456 -4.415
C 4.374 -3.144 -7.538
C 4.291 -9.535 -8.076
C -0.902 3.871 5.453
C -2.040 5.993 4.779
C 2.445 0.101 -0.570
C -2.171 3.970 3.411
C -4.475 4.307 9.094
C -6.868 6.581 7.452
C -1.019 -0.619 -1.232
C 3.767 -4.212 -5.474
C -1.186 -0.844 5.215
C -5.557 5.544 5.670
C 3.888 4.006 -8.304
C -5.539 -2.728 3.903
C 0.067 -1.998 3.454
C -5.589 -0.856 2.242
C 5.202 -0.350 -1.963
C 3.857 3.335 -5.990
C -0.800 -2.123 -0.809
C 4.592 -8.367 -10.166
C 3.749 -0.838 -2.257
C -0.603 0.283 3.062
C 4.752 -5.563 -7.339
C 5.301 -10.757 -9.946
C -5.228 -0.447 4.631
C -5.223 3.107 11.049
C -4.115 1.884 9.165
C 2.577 2.018 -7.691
C 3.747 -0.859 -3.858
C 0.922 0.323 -0.264
H -3.362 1.446 9.824
H -6.570 -1.149 1.862
H 4.978 -8.548 -11.167
H 3.068 1.080 -7.417
H 0.725 1.360 0.071
H -6.426 7.329 8.110
H 6.878 0.070 -3.225
H 3.771 -5.197 -5.015
H 2.745 -3.830 -5.512
H 5.605 -1.357 -4.838
H -5.714 -3.287 2.987
H 3.457 -1.812 -1.845
H 2.945 -0.156 -4.119
H -4.610 -3.067 4.366
H 5.716 1.151 -3.320
H 5.150 -7.552 -9.701
H 5.329 -11.568 -9.221
H 2.358 2.002 -8.756
H 4.702 -11.068 -10.804
H -5.600 4.673 6.342
H 5.549 -5.953 -6.703
H 4.374 -3.528 -4.877
H 1.640 2.109 -7.137
H -0.717 -0.055 5.808
H 5.129 -5.455 -8.354
H 6.319 -10.540 -10.276
H 4.798 -3.292 -8.542
H -0.002 3.508 4.951
H -4.811 -1.313 1.625
H -6.358 -2.904 4.602
H -7.931 6.798 7.315
H -1.107 0.032 2.125
H -1.521 -0.657 -2.216
H -1.114 6.570 4.849
H -5.246 2.092 11.438
H 0.673 -0.346 0.577
H -1.076 -1.794 5.736
H -0.621 4.513 6.285
H 0.040 -2.837 4.167
H -0.984 -2.183 0.276
H -3.985 4.212 8.111
H -2.788 4.607 2.762
H 3.560 -1.903 -4.153
H 4.432 -10.493 -7.552
H 3.542 -8.077 -10.226
H -1.140 1.095 3.559
H -1.459 3.009 5.829
H -1.726 -0.111 -0.553
H -6.241 3.492 10.971
H -4.664 3.749 11.732
H 0.282 -2.305 -0.940
H -5.174 0.604 4.305
H -1.412 -2.819 -1.392
H 3.426 2.563 -5.351
H -2.662 6.407 3.990
H 2.986 0.921 -0.056
H 0.418 0.599 2.835
H 2.783 -0.835 -0.083
H -6.779 8.613 5.915
H 5.779 -1.264 -1.741
H -2.579 6.059 5.725
H -2.249 -0.624 5.100
H -4.948 1.187 9.057
H -6.762 5.602 7.910
H 3.918 -6.263 -7.341
H 5.097 0.391 -5.115
H -6.695 7.653 4.419
H -5.202 8.184 5.209
H 3.523 3.775 -9.316
H 5.221 0.416 -1.177
H 3.525 4.317 -5.649
H 4.949 3.297 -5.934
H -5.495 0.227 2.183
H -3.671 2.059 8.186
*
```



> What is the highest occupied orbital energy in the first record?

-15.19 eV



> The lowest highest occupied orbital energy belongs to which entry?

C36H86F6N11O20S6



> Which of these has the lowest highest occupied orbital energy?

C36H86F6N11O20S6



> Which of these has the highest E_tot?

C32H74N9O10